(a)
The following is a DFT calculation (wB97M-V/def2-TZVPD) of an isolated ion of composition C5H10NO and charge -1.

Calculated values
- SMILES: C=NCCCC[O-]
- HOMO energy: -2.26 eV
- Total charge: -1
- Frontier orbital gap: 5.797 eV
- Multiplicity: 1

```
17
C5H10NO (wB97M-V/def2-TZVPD)
O -1.94071 -0.74323 -2.75383
N 1.73673 0.48740 1.95486
C -0.08222 0.51810 0.27859
C 1.40606 0.16883 0.57347
C -0.36520 -0.03504 -1.14557
C -1.83618 -0.03636 -1.63515
C 1.18783 -0.18314 2.86796
H -2.09589 1.08095 -1.74824
H -2.47320 -0.16988 -0.70731
H -0.70459 -0.15913 0.87192
H 0.52870 0.12936 3.67307
H 1.33578 -0.88294 0.26248
H 0.03004 -1.05371 -1.26315
H 2.02545 0.71683 -0.13022
H -0.40379 1.55830 0.25448
H 0.35024 0.42855 -1.84798
H 1.17376 -1.29299 2.74894
```

Here are the Mulliken charges for atoms 1 to 4, given in e:
1. O -0.87
2. N -0.49
3. C -0.25
4. C -0.67

(b)
The following is a DFT calculation (wB97M-V/def2-TZVPD) of an isolated ion of composition C5H10NO and charge -1.

Calculated values
- SMILES: [O-]C[C@H]1CCCN1
- HOMO energy: -2.32 eV
- Total charge: -1
- Frontier orbital gap: 6.274 eV
- Multiplicity: 1

```
17
C5H10NO (wB97M-V/def2-TZVPD)
O -2.75158 -0.15779 -1.37467
N 0.03433 -0.79593 1.01760
C 0.29398 0.57250 -0.92703
C -0.52235 -0.56364 -0.29067
C -2.00894 -0.17175 -0.19561
C 1.73047 0.29333 -0.36049
C 1.24589 0.00454 1.11233
H -0.51198 -1.40226 -0.98930
H 2.39641 1.10807 -0.38330
H 2.20489 -0.60671 -0.82577
H -0.73237 -0.41613 1.62171
H -1.98993 0.77641 0.46976
H -2.38708 -0.96632 0.51315
H 1.03360 0.94239 1.57254
H 0.19007 0.39065 -2.03076
H 1.95948 -0.43831 1.67337
H -0.18491 1.43097 -0.60287
```

Here are the Mulliken charges for atoms 1 to 4, given in e:
1. O -0.87
2. N -0.52
3. C -0.85
4. C 0.25

Which structure above is the least stable? It is (a).